(1)
# C5H8ClNO

An isolated molecule of C5H8ClNO at a distorted geometry (ωB97M-V/def2-TZVPD, the Open Molecules 2025 dataset).

Properties
HOMO energy = -8.8 eV
Electronic energy = -785.4832 Eh
Net charge = 0
SMILES string = N[C@@H]1COC=C1CCl
Kohn-Sham gap = 9.593 eV

```
16
C5H8ClNO, DFT ωB97M-V/def2-TZVPD
N 2.14 -0.35 0.69
C 1.05 0.47 0.18
C 0.90 1.78 0.99
O -0.38 1.75 1.65
C -1.03 0.67 1.17
C -0.35 -0.10 0.31
C -0.80 -1.35 -0.32
Cl -0.86 -1.21 -2.13
H 2.34 -1.10 0.02
H 1.88 -0.75 1.55
H 1.31 0.70 -0.86
H 1.67 1.88 1.75
H 0.93 2.68 0.37
H -2.05 0.58 1.54
H -1.79 -1.65 0.00
H -0.13 -2.17 -0.13
```

---

(2)
# H12O6Zn

A structure of composition H12O6Zn at a distorted geometry (ωB97M-V/def2-TZVPD, the Open Molecules 2025 dataset).

Properties
HOMO energy = -20.5 eV
Electronic energy = -2237.4270 Eh
Net charge = +2
Kohn-Sham gap = 13.143 eV

```
19
H12O6Zn, DFT ωB97M-V/def2-TZVPD
Zn -30.39 -7.54 -7.55
O -31.60 -9.25 -7.42
H -31.28 -9.83 -8.11
H -31.65 -9.86 -6.65
O -30.70 -7.67 -9.63
H -29.93 -7.84 -10.22
H -31.33 -7.42 -10.26
O -29.06 -5.81 -7.88
H -28.40 -6.09 -8.53
H -29.39 -5.07 -8.41
O -28.73 -8.77 -7.90
H -28.72 -9.53 -7.28
H -27.81 -8.66 -8.12
O -32.13 -6.39 -7.31
H -32.53 -5.98 -8.07
H -32.81 -6.11 -6.63
O -30.02 -7.52 -5.53
H -30.68 -6.98 -5.03
H -29.19 -7.61 -5.01
```

---

(3)
# C4H5IO

A structure of composition C4H5IO at a distorted geometry (ωB97M-V/def2-TZVPD, the Open Molecules 2025 dataset).

Properties
HOMO energy (spin up / spin down) = -7.1 / -7.6 eV
Electronic energy = -528.1668 Eh
Net charge = 0
Kohn-Sham gap (spin up / spin down) = 7.056 / 7.651 eV

```
11
C4H5IO, DFT ωB97M-V/def2-TZVPD
C -0.04 -1.43 0.50
C -1.01 -0.72 -0.23
C -1.31 0.47 0.28
C 1.00 1.42 -0.63
O -1.78 1.32 0.91
I 2.32 0.02 0.12
H 0.23 -2.50 0.24
H 0.10 -1.16 1.62
H -1.30 -1.32 -1.11
H 0.91 2.37 -0.07
H 0.86 1.53 -1.64
```

---

(4)
# C12H24CrN2O15Ti

A structure of composition C12H24CrN2O15Ti at a distorted geometry (ωB97M-V/def2-TZVPD, the Open Molecules 2025 dataset).

Properties
HOMO energy (spin up / spin down) = -8.8 / -12.0 eV
Electronic energy = -3603.1749 Eh
Multiplicity = 8
Net charge = +1
Kohn-Sham gap (spin up / spin down) = 4.766 / 7.899 eV

```
55
C12H24CrN2O15Ti, DFT ωB97M-V/def2-TZVPD
Cr 1.38 0.44 -3.12
Ti -0.70 -2.59 0.86
N -0.23 -2.45 -2.62
O -0.81 -2.73 -1.58
O 0.13 -1.30 -2.90
O 0.00 -3.31 -3.50
N 0.36 0.72 0.01
O 0.31 1.76 0.58
O 1.07 0.70 -1.05
O -0.25 -0.25 0.40
C -1.16 4.99 -6.28
C -0.31 4.06 -5.44
O -1.23 3.66 -4.39
C -0.96 2.68 -3.55
O 0.07 2.00 -3.38
O -2.13 2.39 -3.05
C -2.52 1.34 -2.24
H -2.17 4.61 -6.45
H -0.63 4.98 -7.23
H -1.25 6.01 -5.91
H 0.55 4.48 -4.92
H -0.06 3.11 -5.92
H -2.39 1.69 -1.22
H -2.02 0.37 -2.29
H -3.60 1.22 -2.38
C -4.91 -2.46 4.69
C -3.68 -2.39 3.77
O -2.78 -1.35 4.22
C -1.56 -1.34 3.71
O -1.08 -2.24 2.98
O -0.89 -0.16 4.17
C 0.35 0.16 3.74
H -5.53 -1.56 4.63
H -4.64 -2.53 5.75
H -5.60 -3.27 4.46
H -3.97 -2.00 2.79
H -3.06 -3.28 3.62
H 0.24 0.71 2.80
H 0.89 -0.76 3.52
H 0.85 0.79 4.47
C 3.54 1.47 2.27
C 3.92 0.04 1.68
O 2.82 -0.85 1.76
C 2.71 -2.01 1.20
O 1.80 -2.80 1.28
O 3.84 -2.37 0.53
C 3.98 -3.62 -0.03
H 3.30 1.31 3.33
H 2.74 1.92 1.69
H 4.34 2.20 2.19
H 4.68 -0.46 2.27
H 4.23 0.13 0.64
H 4.81 -3.68 -0.73
H 3.06 -3.85 -0.57
H 4.17 -4.36 0.75
```

---

(5)
# C15H46O15

A cluster of 8 separate species, C15H46O15 in total at a distorted geometry (ωB97M-V/def2-TZVPD, the Open Molecules 2025 dataset).

Properties
HOMO energy = -10.0 eV
Electronic energy = -1727.5305 Eh
Net charge = 0
SMILES string = OCCO.OCCO.OCCO.OCCO.OCCO.OCCO.OCCO.CO
Kohn-Sham gap = 10.286 eV

```
76
C15H46O15, DFT ωB97M-V/def2-TZVPD
O 1.79 -0.24 -4.04
C 1.96 -0.20 -5.46
C 3.19 -0.95 -5.89
O 4.42 -0.27 -5.75
H 0.96 0.16 -3.76
H 1.04 -0.61 -5.88
H 2.03 0.81 -5.87
H 3.05 -1.07 -6.97
H 3.24 -1.96 -5.47
H 4.65 -0.22 -4.81
O 4.31 0.00 -2.69
C 3.61 0.55 -1.59
C 3.11 -0.51 -0.62
O 1.99 -1.18 -1.26
H 3.65 -0.60 -3.07
H 4.24 1.19 -0.96
H 2.81 1.25 -1.84
H 2.77 -0.11 0.34
H 3.85 -1.30 -0.42
H 2.42 -1.78 -1.88
O -1.24 3.90 5.50
C -0.71 3.56 4.25
C -1.81 3.44 3.19
O -2.89 2.60 3.57
H -1.30 4.85 5.61
H 0.07 4.21 3.85
H -0.20 2.60 4.33
H -1.34 3.13 2.25
H -2.18 4.42 2.89
H -3.73 3.05 3.51
O 0.52 -4.40 -0.60
C -0.47 -3.77 0.18
C -1.60 -4.78 0.47
O -1.91 -5.79 -0.48
H 0.44 -4.13 -1.52
H -0.05 -3.57 1.17
H -0.83 -2.83 -0.24
H -2.55 -4.34 0.77
H -1.19 -5.33 1.32
H -2.03 -5.40 -1.36
O 3.70 -2.33 3.69
C 2.32 -2.67 3.60
C 1.43 -1.65 2.92
O 1.76 -0.37 3.49
H 4.05 -2.72 4.49
H 2.24 -3.66 3.13
H 1.90 -2.73 4.61
H 0.38 -1.92 2.95
H 1.51 -1.61 1.82
H 2.72 -0.39 3.43
O -5.27 0.52 4.55
C -5.54 -0.14 3.30
C -5.20 0.78 2.15
O -3.83 0.64 1.72
H -4.37 0.86 4.52
H -4.97 -1.08 3.24
H -6.62 -0.28 3.30
H -5.41 1.83 2.32
H -5.75 0.36 1.29
H -3.34 1.21 2.34
O 0.65 3.55 -2.24
C 0.20 3.42 -3.58
C -1.13 2.72 -3.65
O -1.00 1.28 -3.52
H 0.58 2.68 -1.80
H 0.18 4.35 -4.15
H 0.93 2.78 -4.11
H -1.51 2.76 -4.68
H -1.84 3.07 -2.90
H -0.63 1.13 -2.62
C -0.62 0.66 0.20
O 0.07 0.80 -1.05
H -0.96 -0.38 0.13
H -0.02 0.72 1.11
H -1.51 1.28 0.27
H 0.79 0.15 -1.02
```

---

(6)
# C7H19Cl2INO6PPdS2

A structure of composition C7H19Cl2INO6PPdS2 at a distorted geometry (ωB97M-V/def2-TZVPD, the Open Molecules 2025 dataset).

Properties
HOMO energy (spin up / spin down) = -0.5 / -0.4 eV
Electronic energy = -3267.7962 Eh
Net charge = -2
Kohn-Sham gap (spin up / spin down) = 4.391 / 4.238 eV

```
40
C7H19Cl2INO6PPdS2, DFT ωB97M-V/def2-TZVPD
Pd 0.13 0.09 -0.24
O -0.42 1.51 -2.32
Cl 0.78 2.12 -1.74
O 1.19 3.24 -2.55
O 1.86 1.13 -1.69
O 0.52 2.59 -0.37
N 2.53 0.28 1.68
H 2.01 -0.52 1.98
H 1.92 1.07 1.76
H 2.71 0.15 0.70
Cl -1.57 -0.41 1.33
I -4.43 2.67 0.70
C -2.59 1.63 0.35
H -2.56 1.30 -0.68
H -1.77 2.27 0.66
C 4.58 -2.77 -1.67
C 4.24 -3.68 -0.50
C 4.36 -2.95 0.83
O 2.96 -4.33 -0.71
P 1.46 -3.83 -0.27
S 1.11 -4.13 1.62
S 1.15 -2.05 -1.11
O 0.66 -5.00 -1.05
C 0.71 -5.50 -2.40
C 1.81 -6.56 -2.50
C 0.87 -4.45 -3.48
H 5.61 -2.40 -1.56
H 3.89 -1.93 -1.71
H 4.51 -3.32 -2.62
H 4.94 -4.52 -0.50
H 3.70 -2.08 0.85
H 5.39 -2.61 0.96
H 4.08 -3.60 1.66
H -0.25 -5.99 -2.52
H 2.78 -6.09 -2.36
H 1.77 -7.05 -3.48
H 1.67 -7.31 -1.72
H 1.83 -3.94 -3.39
H 0.09 -3.69 -3.41
H 0.82 -4.93 -4.47
```

---

(7)
# C4H10N2

An isolated molecule of C4H10N2 at a distorted geometry (ωB97M-V/def2-TZVPD, the Open Molecules 2025 dataset).

Properties
HOMO energy = -8.6 eV
Electronic energy = -267.8711 Eh
Net charge = 0
SMILES string = C=C(N)CCN
Kohn-Sham gap = 9.522 eV

```
16
C4H10N2, DFT ωB97M-V/def2-TZVPD
C 0.44 -1.83 -0.43
C 0.19 -0.58 -0.81
N -0.77 -0.27 -1.82
C 0.82 0.67 -0.21
C -0.06 1.25 0.91
N -0.26 0.29 2.04
H -0.29 -2.59 -0.67
H 1.34 -2.29 0.00
H -0.75 0.69 -2.15
H -1.75 -0.41 -1.58
H 0.86 1.45 -0.98
H 1.85 0.39 0.04
H -1.05 1.53 0.56
H 0.44 2.15 1.27
H 0.24 -0.56 1.82
H -1.25 0.11 2.02
```